Entry 1:
ORCA calculation (wB97M-V/def2-TZVPD) on an isolated molecule of C7H10NPS2 in a non-equilibrium geometry.

Values from the calculation:
**Energy relative to the best compared isomer or geometry (same formula, charge and spin)**: 18.6 kcal/mol
**SMILES**: CN[P@](=S)(S)c1ccccc1
**Gap between HOMO and LUMO**: 0.319 Eh
**HOMO energy**: -8.40 eV

Last columns: bonded neighbours and bond lengths (Å).
Element x y z (Å)
1 C -2.68193 -1.36203 1.14322  N2 1.494, H12 1.056, H13 1.092, H14 1.066
2 N -1.38509 -0.64831 0.94398  C1 1.494, P3 1.691, H15 0.941
3 P -1.30668 0.44564 -0.34261  N2 1.691, S4 2.167, S5 2.131, C6 1.844
4 S -2.52839 2.23095 -0.46918  P3 2.167
5 S -1.78471 -0.87225 -1.94721  P3 2.131, H16 1.456
6 C 0.52476 0.60001 -0.49311  P3 1.844, C7 1.413, C11 1.371
7 C 1.21193 -0.63501 -0.51350  C6 1.413, C8 1.379, H17 1.089
8 C 2.58460 -0.53571 -0.60397  C7 1.379, C9 1.396, H18 1.138
9 C 3.28059 0.67330 -0.65692  C8 1.396, C10 1.397, H19 1.034
10 C 2.53824 1.85491 -0.72579  C9 1.397, C11 1.394, H20 1.098
11 C 1.14640 1.80946 -0.67138  C6 1.371, C10 1.394, H21 1.090
12 H -2.53879 -2.39573 0.98318  C1 1.056
13 H -3.09602 -1.31245 2.15245  C1 1.092
14 H -3.51744 -1.00105 0.58735  C1 1.066
15 H -0.69940 -1.00808 1.47912  N2 0.941
16 H -3.03731 -0.19016 -2.23823  S5 1.456
17 H 0.54176 -1.49367 -0.53046  C7 1.089
18 H 3.01345 -1.55389 -0.33079  C8 1.138
19 H 4.30281 0.55191 -0.75705  C9 1.034
20 H 3.20028 2.69282 -0.46836  C10 1.098
21 H 0.63503 2.74755 -0.88909  C11 1.090

=====

Entry 2:
ORCA calculation (wB97M-V/def2-TZVPD) on an isolated molecule of C19H18ClN3S in a non-equilibrium geometry.

Values from the calculation:
**Energy relative to the best compared isomer or geometry (same formula, charge and spin)**: 14.5 kcal/mol
**SMILES**: CNC(=S)N1N=C2c3ccccc3CC[C@@H]2[C@H]1c1ccccc1Cl
**Gap between HOMO and LUMO**: 0.304 Eh
**HOMO energy**: -7.90 eV

Last columns: bonded neighbours and bond lengths (Å).
Element x y z (Å)
1 C 1.80010 4.54661 0.79766  N2 1.436, H25 1.091, H26 1.093, H27 1.089
2 N 1.08808 3.34541 0.46363  C1 1.436, C3 1.344, H28 1.011
3 C 1.58175 2.10554 0.62585  N2 1.344, S4 1.655, N5 1.358
4 S 3.11508 1.76820 1.14885  C3 1.655
5 N 0.72991 1.09939 0.29815  C3 1.358, N6 1.357, C17 1.468
6 N -0.58438 1.33385 0.05694  N5 1.357, C7 1.279
7 C -1.20291 0.21886 -0.04555  N6 1.279, C8 1.444, C16 1.516
8 C -2.62827 0.00565 -0.13761  C7 1.444, C9 1.389, C13 1.402
9 C -3.48409 0.73062 -0.95751  C8 1.389, C10 1.383, H29 1.079
10 C -4.82931 0.41291 -0.99131  C9 1.383, C11 1.386, H30 1.080
11 C -5.31817 -0.62236 -0.21060  C10 1.386, C12 1.386, H31 1.080
12 C -4.46909 -1.33251 0.62362  C11 1.386, C13 1.384, H32 1.081
13 C -3.12059 -1.02610 0.67424  C8 1.402, C12 1.384, C14 1.501
14 C -2.15954 -1.68469 1.62123  C13 1.501, C15 1.535, H33 1.095, H34 1.091
15 C -0.86429 -2.11131 0.91626  C14 1.535, C16 1.534, H35 1.091, H36 1.091
16 C -0.29057 -0.98865 0.04307  C7 1.516, C15 1.534, C17 1.542, H37 1.098
17 C 1.02859 -0.32564 0.48905  N5 1.468, C16 1.542, C18 1.502, H38 1.098
18 C 2.20388 -0.77124 -0.33342  C17 1.502, C19 1.390, C23 1.391
19 C 2.40806 -0.25202 -1.60685  C18 1.390, C20 1.382, H39 1.081
20 C 3.47925 -0.65578 -2.38024  C19 1.382, C21 1.384, H40 1.079
21 C 4.36554 -1.60086 -1.89282  C20 1.384, C22 1.383, H41 1.079
22 C 4.17048 -2.14628 -0.63722  C21 1.383, C23 1.385, H42 1.079
23 C 3.09322 -1.73521 0.12944  C18 1.391, C22 1.385, Cl24 1.729
24 Cl 2.87469 -2.45638 1.68587  C23 1.729
25 H 1.77639 5.24384 -0.04125  C1 1.091
26 H 1.36625 5.03039 1.67641  C1 1.093
27 H 2.83268 4.27621 1.01528  C1 1.089
28 H 0.11007 3.40623 0.21409  N2 1.011
29 H -3.08442 1.52691 -1.56665  C9 1.079
30 H -5.49866 0.97044 -1.62925  C10 1.080
31 H -6.36807 -0.87273 -0.24455  C11 1.080
32 H -4.86123 -2.12450 1.24542  C12 1.081
33 H -1.91368 -0.96566 2.40985  C14 1.095
34 H -2.62194 -2.55220 2.09379  C14 1.091
35 H -1.07793 -2.97887 0.28988  C15 1.091
36 H -0.12919 -2.41737 1.66149  C15 1.091
37 H -0.16099 -1.36483 -0.98011  C16 1.098
38 H 1.23599 -0.49844 1.55302  C17 1.098
39 H 1.72211 0.49334 -1.98371  C19 1.081
40 H 3.62443 -0.22895 -3.36089  C20 1.079
41 H 5.20966 -1.91514 -2.48718  C21 1.079
42 H 4.85108 -2.88666 -0.24639  C22 1.079

=====

Entry 3:
ORCA calculation (wB97M-V/def2-TZVPD) on a cluster of 2 separate species, FH5N3P in total in a non-equilibrium geometry.

Values from the calculation:
**Energy relative to the best compared isomer or geometry (same formula, charge and spin)**: 44.3 kcal/mol
**SMILES**: [H]/N=P(\N)=N/[H].F
**Gap between HOMO and LUMO**: 0.375 Eh
**HOMO energy**: -10.39 eV

Last columns: bonded neighbours and bond lengths (Å).
Element x y z (Å)
1 H -2.68661 -0.18902 -0.48914  N2 1.002
2 N -1.94007 -0.85678 -0.48824  H1 1.002, P3 1.546
3 P -0.67979 -0.07884 -0.04590  N2 1.546, N4 1.667, N5 1.551
4 N -0.51575 1.53647 0.33008  P3 1.667, H7 1.076, H8 0.943
5 N 0.61139 -0.87035 0.28683  P3 1.551, H6 0.999
6 H 0.35966 -1.83667 0.28055  N5 0.999
7 H -0.98654 2.21626 -0.35783  N4 1.076
8 H 0.33735 1.83577 0.59728  N4 0.943
9 F 3.27149 -0.80240 -0.05176  H10 1.054
10 H 2.22886 -0.95444 -0.06187  F9 1.054

=====

Entry 4:
ORCA calculation (wB97M-V/def2-TZVPD) on the ion C7H13ClN3O3 with charge +1 in a non-equilibrium geometry.

Values from the calculation:
**SMILES**: C=C(N(/C=C/[NH3+])C[C@@H](O)CCl)[N+](=O)[O-]
**Gap between HOMO and LUMO**: 0.319 Eh
**HOMO energy**: -12.48 eV
**Net charge**: +1

Last columns: bonded neighbours and bond lengths (Å).
Element x y z (Å)
1 C -0.73989 -2.54946 -0.78209  C2 1.339, H15 1.103, H16 1.045
2 C 0.32156 -1.74965 -0.62029  C1 1.339, N3 1.335, N12 1.484
3 N 0.34363 -0.42701 -0.43750  C2 1.335, C4 1.325, C7 1.467
4 C 0.91543 0.10106 0.63459  N3 1.325, C5 1.362, H17 1.113
5 C 1.31930 -0.52569 1.77406  C4 1.362, N6 1.481, H18 1.088
6 N 2.00972 0.14994 2.89662  C5 1.481, H19 0.977, H20 1.020, H21 1.053
7 C -0.42633 0.47861 -1.29790  N3 1.467, C8 1.523, H22 1.008, H23 1.099
8 C -1.65360 1.06864 -0.61639  C7 1.523, O9 1.439, C10 1.560, H24 1.113
9 O -1.23661 1.82022 0.53747  C8 1.439, H25 1.045
10 C -2.34179 2.13249 -1.52669  C8 1.560, Cl11 1.742, H26 1.042, H27 1.177
11 Cl -1.36472 3.55133 -1.78832  C10 1.742
12 N 1.71730 -2.25491 -0.63109  C2 1.484, O13 1.237, O14 1.227
13 O 1.76637 -3.48792 -0.54854  N12 1.237
14 O 2.69870 -1.54748 -0.83522  N12 1.227
15 H -0.47801 -3.61649 -0.87701  C1 1.103
16 H -1.67162 -2.07574 -0.79651  C1 1.045
17 H 1.05120 1.20342 0.55995  C4 1.113
18 H 1.10774 -1.58145 1.93016  C5 1.088
19 H 1.88392 -0.43852 3.66644  N6 0.977
20 H 1.67049 1.10850 2.81635  N6 1.020
21 H 3.05313 0.10951 2.75693  N6 1.053
22 H -0.62495 -0.09263 -2.10472  C7 1.008
23 H 0.28294 1.30172 -1.46425  C7 1.099
24 H -2.26426 0.16492 -0.39563  C8 1.113
25 H -1.36038 2.85763 0.53823  O9 1.045
26 H -2.69032 1.78097 -2.44380  C10 1.042
27 H -3.28894 2.51798 -0.94486  C10 1.177

=====

> Which formula does entry 3 have?

FH5N3P

=====

> HOMO energy of number 1 (C7H10NPS2)?

-8.40 eV

=====

Repeat the first record exactly.
ORCA calculation (wB97M-V/def2-TZVPD) on an isolated molecule of C7H10NPS2 in a non-equilibrium geometry.

Values from the calculation:
**Energy relative to the best compared isomer or geometry (same formula, charge and spin)**: 18.6 kcal/mol
**SMILES**: CN[P@](=S)(S)c1ccccc1
**Gap between HOMO and LUMO**: 0.319 Eh
**HOMO energy**: -8.40 eV

Last columns: bonded neighbours and bond lengths (Å).
Element x y z (Å)
1 C -2.68193 -1.36203 1.14322  N2 1.494, H12 1.056, H13 1.092, H14 1.066
2 N -1.38509 -0.64831 0.94398  C1 1.494, P3 1.691, H15 0.941
3 P -1.30668 0.44564 -0.34261  N2 1.691, S4 2.167, S5 2.131, C6 1.844
4 S -2.52839 2.23095 -0.46918  P3 2.167
5 S -1.78471 -0.87225 -1.94721  P3 2.131, H16 1.456
6 C 0.52476 0.60001 -0.49311  P3 1.844, C7 1.413, C11 1.371
7 C 1.21193 -0.63501 -0.51350  C6 1.413, C8 1.379, H17 1.089
8 C 2.58460 -0.53571 -0.60397  C7 1.379, C9 1.396, H18 1.138
9 C 3.28059 0.67330 -0.65692  C8 1.396, C10 1.397, H19 1.034
10 C 2.53824 1.85491 -0.72579  C9 1.397, C11 1.394, H20 1.098
11 C 1.14640 1.80946 -0.67138  C6 1.371, C10 1.394, H21 1.090
12 H -2.53879 -2.39573 0.98318  C1 1.056
13 H -3.09602 -1.31245 2.15245  C1 1.092
14 H -3.51744 -1.00105 0.58735  C1 1.066
15 H -0.69940 -1.00808 1.47912  N2 0.941
16 H -3.03731 -0.19016 -2.23823  S5 1.456
17 H 0.54176 -1.49367 -0.53046  C7 1.089
18 H 3.01345 -1.55389 -0.33079  C8 1.138
19 H 4.30281 0.55191 -0.75705  C9 1.034
20 H 3.20028 2.69282 -0.46836  C10 1.098
21 H 0.63503 2.74755 -0.88909  C11 1.090

=====

> HOMO energy of number 3 (FH5N3P)?

-10.39 eV